# 1
{"formula": "C6H4N2O", "method": "ωB97M-V with the def2-TZVPD basis set", "elements": ["C", "C", "C", "C", "C", "C", "N", "N", "O", "H", "H", "H", "H"], "xyz": [[-2.01, -0.22, 0.40], [-1.23, 0.39, -0.57], [1.88, -0.79, 0.41], [2.26, 0.33, -0.37], [0.11, 0.21, -0.25], [-3.33, -0.19, 0.38], [0.55, -0.80, 0.47], [1.08, 0.86, -0.78], [-4.47, -0.16, 0.35], [-1.53, -0.54, 1.26], [2.50, -1.55, 0.72], [3.22, 0.79, -0.65], [0.97, 1.67, -1.38]], "nbo_charge": [-0.637, -0.063, -0.063, -0.089, 0.138, 0.868, -0.438, -0.446, -0.394, 0.267, 0.204, 0.221, 0.432], "lumo_energy_ha": -0.012, "relative_energy_kj_mol": 282.2, "max_force_ev_per_a": 5.216}

# 2
{"formula": "C16H16N4O3PPtS", "method": "ωB97M-V with the def2-TZVPD basis set", "elements": ["Pt", "O", "N", "O", "C", "C", "C", "C", "C", "C", "N", "C", "C", "N", "C", "C", "C", "C", "H", "H", "H", "H", "H", "H", "H", "C", "P", "C", "C", "O", "H", "H", "H", "H", "H", "H", "H", "H", "H", "S", "C", "N"], "xyz": [[-0.43, -0.14, 0.74], [-0.20, 6.86, 2.73], [-0.07, 6.04, 3.61], [0.21, 6.23, 4.76], [-0.42, 4.61, 3.26], [-0.88, 3.86, 4.29], [-1.24, 2.49, 4.09], [-1.82, 1.69, 5.10], [-2.16, 0.38, 4.82], [-1.88, -0.13, 3.55], [-1.29, 0.61, 2.62], [-1.00, 1.91, 2.84], [-0.50, 2.70, 1.76], [-0.35, 2.12, 0.56], [-0.01, 2.80, -0.52], [0.21, 4.18, -0.45], [0.11, 4.81, 0.77], [-0.26, 4.09, 1.93], [-0.99, 4.30, 5.27], [-2.01, 2.11, 6.08], [-2.64, -0.24, 5.55], [-2.16, -1.14, 3.29], [0.09, 2.27, -1.46], [0.46, 4.72, -1.35], [0.29, 5.87, 0.84], [1.64, -3.10, 2.51], [2.41, -1.51, 2.13], [2.63, -0.53, 3.63], [4.01, -1.73, 1.34], [1.52, -0.66, 1.16], [1.65, -3.27, 3.59], [2.20, -3.90, 2.03], [0.62, -3.12, 2.14], [3.20, -1.11, 4.36], [1.66, -0.27, 4.05], [3.18, 0.38, 3.38], [4.65, -2.33, 1.98], [4.46, -0.75, 1.17], [3.88, -2.24, 0.38], [-1.38, -1.25, -1.18], [-2.53, -0.45, -0.28], [-3.37, 0.09, 0.33]], "lowdin_spin": [1.627, 0.000, 0.001, 0.003, 0.004, 0.006, 0.007, 0.007, 0.011, 0.026, 0.205, 0.018, 0.022, 0.241, 0.027, 0.014, -0.003, 0.011, 0.001, 0.001, 0.001, 0.005, 0.005, 0.002, 0.000, 0.001, 0.033, 0.017, 0.012, 0.313, 0.000, 0.000, 0.002, 0.002, 0.000, 0.000, 0.002, 0.000, 0.000, 0.834, 0.082, 0.462], "spin_multiplicity": 5, "lumo_energy_ha": [-0.379, -0.548], "max_force_ev_per_a": 1.983, "total_charge": 3}

Repeat the first record exactly.
{"formula": "C6H4N2O", "method": "ωB97M-V with the def2-TZVPD basis set", "elements": ["C", "C", "C", "C", "C", "C", "N", "N", "O", "H", "H", "H", "H"], "xyz": [[-2.01, -0.22, 0.40], [-1.23, 0.39, -0.57], [1.88, -0.79, 0.41], [2.26, 0.33, -0.37], [0.11, 0.21, -0.25], [-3.33, -0.19, 0.38], [0.55, -0.80, 0.47], [1.08, 0.86, -0.78], [-4.47, -0.16, 0.35], [-1.53, -0.54, 1.26], [2.50, -1.55, 0.72], [3.22, 0.79, -0.65], [0.97, 1.67, -1.38]], "nbo_charge": [-0.637, -0.063, -0.063, -0.089, 0.138, 0.868, -0.438, -0.446, -0.394, 0.267, 0.204, 0.221, 0.432], "lumo_energy_ha": -0.012, "relative_energy_kj_mol": 282.2, "max_force_ev_per_a": 5.216}

> What is the formula in the first record?

C6H4N2O